Density functional theory data (ωB97M-V/def2-TZVPD) for an isolated molecule of C4H3N3O.

Element x y z (Å)
O  1.2782  -1.5289  -2.2586
C  0.8603  -0.2760  -1.8108
C  0.4471  0.0121  -0.4212
C  0.6652  -0.6378  0.8091
N  -0.0455  -0.2057  1.9243
C  -1.2153  0.5977  1.7580
N  -1.5361  1.2600  0.6209
N  -0.6240  0.9153  -0.4440
H  0.8488  0.7559  -2.5809
H  1.4761  -1.3082  1.1547
H  -1.6552  0.8211  2.7763

HOMO level ... -0.38845 Eh
Largest force on an atom ... 0.1838 hartree/bohr
SMILES ... O=Cc1cncnn1
DFT total energy ... -393.5637 Eh
Orbital gap ... 9.12 eV
Energy above the lowest of the compared OMol25 structures with the same formula, charge and spin ... 4.237 eV
LUMO ... -1.45 eV

These are the Löwdin partial charges, in e, on atoms 1 to 5: -0.085 -0.091 -0.251 -0.039 0.062